## 1
Molecular formula: C3H6O3
Method: DFT, ωB97M-V with the def2-TZVPD basis set

Cartesian coordinates (Å):
C: 2.126 -0.265 0.218
O: 0.764 -0.369 0.628
C: -0.139 0.057 -0.254
O: 0.078 0.367 -1.396
C: -1.437 0.126 0.560
O: -1.833 1.173 1.012
H: 2.311 -0.886 -0.660
H: 2.362 0.776 -0.018
H: 2.704 -0.605 1.074
H: -2.441 -0.074 -1.155
H: -1.888 -0.860 0.794
H: -2.607 0.559 -0.803

## Properties
**SMILES**: COC(=O)C=O.[H][H]
**Net charge**: 0
**HOMO energy**: -10.046 eV
**Kohn-Sham gap**: 10.73 eV
**Lowest unoccupied orbital energy**: 0.69 eV
**Multiplicity**: 1

=====

## 2
Molecular formula: C3H6O3
Method: DFT, ωB97M-V with the def2-TZVPD basis set

Cartesian coordinates (Å):
O: -0.977 1.315 -0.051
C: -0.306 1.625 0.924
C: -0.312 0.787 2.188
H: 0.220 2.555 0.803
H: -1.206 0.245 2.275
H: 0.038 1.136 3.152
H: 0.483 0.022 1.808
O: 0.467 -1.813 -0.047
C: 0.800 -1.446 -1.192
O: 0.269 -0.466 -1.969
H: 1.526 -2.070 -1.745
H: -0.233 0.023 -1.284

## Properties
**SMILES**: CC=O.O=CO
**Net charge**: 0
**HOMO energy**: -10.365 eV
**Kohn-Sham gap**: 11.23 eV
**Lowest unoccupied orbital energy**: 0.86 eV
**Multiplicity**: 1

=====

Relative energies, unit kJ/mol: 1 160.2; 2 0.0

=====

## 1
Molecular formula: C3H6O3
Method: DFT, ωB97M-V with the def2-TZVPD basis set

Cartesian coordinates (Å):
O: 2.484 0.822 2.124
C: 1.368 0.823 1.550
C: 0.009 0.602 2.149
H: 1.092 0.828 0.526
H: 0.031 1.173 3.120
H: -0.623 1.179 1.435
H: -0.340 -0.473 2.219
O: -0.179 -0.813 -2.644
C: -1.204 -0.437 -2.099
O: -1.931 -1.110 -1.178
H: -1.480 0.682 -2.356
H: -2.715 -0.506 -0.963

## Properties
**SMILES**: CC=O.O=CO
**Net charge**: 0
**HOMO energy**: -10.016 eV
**Kohn-Sham gap**: 10.18 eV
**Lowest unoccupied orbital energy**: 0.17 eV
**Multiplicity**: 1

=====

## 2
Molecular formula: C3H6O3
Method: DFT, ωB97M-V with the def2-TZVPD basis set

Cartesian coordinates (Å):
O: -0.976 0.421 1.832
C: -0.790 -0.061 0.762
O: -1.388 -1.265 0.477
C: -0.184 0.568 -0.447
C: 0.995 -0.172 -1.078
O: 2.175 0.631 -1.190
H: -1.773 -1.478 1.347
H: -0.986 0.641 -1.186
H: 0.033 1.609 -0.207
H: 1.339 -1.017 -0.483
H: 0.695 -0.536 -2.047
H: 2.476 0.595 -2.084

## Properties
**SMILES**: O=C(O)CCO
**Net charge**: 0
**HOMO energy**: -10.666 eV
**Kohn-Sham gap**: 11.34 eV
**Lowest unoccupied orbital energy**: 0.68 eV
**Multiplicity**: 1

=====

Relative energies, unit kJ/mol: 1 148.6; 2 0.0

=====

## 1
Molecular formula: C3H6O3
Method: DFT, ωB97M-V with the def2-TZVPD basis set

Cartesian coordinates (Å):
C: 0.938 1.589 0.661
C: -0.066 -0.244 -0.309
C: -0.785 -1.607 0.143
H: 1.151 2.058 -0.979
H: 2.102 1.508 1.537
H: -0.448 2.541 1.450
H: -1.107 0.595 -0.274
H: 0.242 -0.369 -1.649
H: -0.832 -1.894 -1.713
O: 0.979 -0.054 0.746
O: -1.078 -2.411 -0.949
O: -1.096 -1.711 1.337

## Properties
**Net charge**: 0
**HOMO energy**: -10.292 eV
**Kohn-Sham gap**: 8.93 eV
**Lowest unoccupied orbital energy**: -1.36 eV
**Multiplicity**: 1

=====

## 2
Molecular formula: C3H6O3
Method: DFT, ωB97M-V with the def2-TZVPD basis set

Cartesian coordinates (Å):
O: -1.362 -1.826 -0.210
C: -0.856 0.427 -1.197
C: -0.145 0.063 -0.139
O: -0.301 -1.166 0.470
C: 0.954 0.943 0.464
O: 1.794 0.330 1.412
H: -1.223 -2.754 0.030
H: -0.790 1.439 -1.577
H: -1.454 -0.314 -1.703
H: 0.497 1.876 0.835
H: 1.593 1.234 -0.381
H: 1.294 -0.252 1.997

## Properties
**SMILES**: C=C(CO)OO
**Net charge**: 0
**HOMO energy**: -8.871 eV
**Kohn-Sham gap**: 9.61 eV
**Lowest unoccupied orbital energy**: 0.74 eV
**Multiplicity**: 1

=====

## 3
Molecular formula: C3H6O3
Method: DFT, ωB97M-V with the def2-TZVPD basis set

Cartesian coordinates (Å):
C: 1.695 -0.527 0.270
O: 0.955 -0.294 1.299
C: 0.080 0.631 -0.027
O: 0.256 1.809 -0.062
C: -1.209 -0.170 0.115
O: -2.032 0.115 -0.982
H: 0.822 -0.109 -0.795
H: 2.483 0.188 -0.012
H: 1.879 -1.567 -0.050
H: -1.001 -1.239 0.114
H: -1.658 0.113 1.074
H: -2.269 1.051 -0.942

## Properties
**Net charge**: 0
**HOMO energy**: -10.190 eV
**Kohn-Sham gap**: 10.58 eV
**Lowest unoccupied orbital energy**: 0.39 eV
**Multiplicity**: 1

=====

## 4
Molecular formula: C3H6O3
Method: DFT, ωB97M-V with the def2-TZVPD basis set

Cartesian coordinates (Å):
C: 0.789 -0.016 0.600
C: 0.079 0.760 -0.335
C: -0.264 -0.679 -0.344
H: 2.524 -0.808 -0.109
H: 0.690 0.206 1.719
H: 0.775 1.327 -1.064
H: -2.018 1.074 0.111
H: 0.063 -1.249 -1.180
H: -1.785 -1.510 0.716
O: 2.097 0.057 -0.112
O: -1.076 1.606 0.027
O: -1.874 -0.768 -0.030

## Properties
**SMILES**: O[C@H]1[C@H](O)[C@H]1O
**Net charge**: 0
**HOMO energy**: -9.755 eV
**Kohn-Sham gap**: 10.33 eV
**Lowest unoccupied orbital energy**: 0.58 eV
**Multiplicity**: 1

=====

Relative energies, unit kJ/mol: 1 714.0; 2 36.5; 3 0.0; 4 63.8